Entry 1:
DFT (ωB97M-V/def2-TZVPD) results for a structure of composition C50H45MnN2P2Te.

Last column: Löwdin charge in e.
Element x y z (Å)
Mn1 0.94255 -0.44796 0.91094  0.4123
C1 -2.27467 -4.06257 -1.14786  -0.0202
C2 -2.20845 -4.09792 0.36062  -0.2419
C3 -2.70233 -5.20861 1.03712  -0.0142
C4 -2.68964 -5.28956 2.42284  -0.0275
C5 -2.18554 -4.24416 3.18215  -0.0530
C6 -1.67914 -3.12965 2.53748  -0.0853
C7 -1.68772 -3.05088 1.13848  -0.2976
P1 -1.01265 -1.52799 0.48745  1.0890
C8 -0.01618 -1.84449 -0.99265  -0.3269
C9 1.16843 -2.49053 -0.60301  -0.1415
C10 2.15119 -2.84545 -1.52775  -0.0505
C11 1.93955 -2.54054 -2.85757  -0.0335
C12 0.76715 -1.88321 -3.24987  -0.0273
C13 -0.22272 -1.50665 -2.34384  -0.2592
C14 -1.46567 -0.81325 -2.84622  -0.0181
C15 -2.24241 -0.25086 0.31300  -0.3233
C16 -3.61426 -0.43591 0.36703  -0.0404
C17 -4.44182 0.68137 0.40800  -0.0372
C18 -3.88512 1.95404 0.42232  -0.0360
C19 -2.50277 2.12905 0.38651  -0.0378
C20 -1.66763 1.02249 0.32301  -0.3387
C21 -0.17492 1.14485 0.22807  -0.1337
H1 -2.91460 -4.86123 -1.51782  0.0946
H2 -1.28870 -4.19803 -1.59985  0.0903
H3 -2.68731 -3.11691 -1.51097  0.0639
H4 -3.11957 -6.02583 0.46040  0.1268
H5 -3.08305 -6.17446 2.91049  0.1250
H6 -2.18582 -4.29796 4.26394  0.1149
H7 -1.28020 -2.30764 3.12074  0.0825
H8 1.27282 -2.83393 0.43030  0.1054
H9 3.03864 -3.38243 -1.21373  0.1285
H10 2.66926 -2.83373 -3.60513  0.1263
H11 0.60372 -1.68918 -4.30703  0.1240
H12 -1.43556 -0.73197 -3.93291  0.0884
H13 -1.57424 0.18858 -2.42116  0.0645
H14 -2.37288 -1.35745 -2.58189  0.0809
H15 -4.03454 -1.43608 0.40587  0.1229
H16 -5.51622 0.55731 0.45486  0.1223
H17 -4.53386 2.82232 0.47955  0.1220
H18 -2.07994 3.12879 0.40875  0.1246
H19 0.20119 2.09988 0.58247  0.0858
H20 0.12699 1.02716 -0.82009  0.0216
N1 2.56390 0.92181 3.06984  -0.0453
P2 0.99687 0.23020 3.08621  1.0375
C22 0.00936 1.29579 4.11098  -0.3514
C23 -1.30553 1.57116 3.73577  -0.0718
C24 -2.08859 2.39327 4.53329  -0.0436
C25 -1.55838 2.93533 5.69478  -0.0317
C26 -0.25135 2.64528 6.07838  -0.0396
C27 0.53674 1.82300 5.29192  -0.0804
C28 1.16656 -1.36450 3.88767  -0.3534
C29 0.44689 -1.72311 5.02013  -0.0733
C30 0.54228 -3.02294 5.50667  -0.0446
C31 1.33409 -3.95893 4.85635  -0.0356
C32 2.05331 -3.60645 3.71763  -0.0434
C33 1.96800 -2.31096 3.23441  -0.1141
C34 3.33787 0.88235 1.94354  -0.3367
C35 4.64693 1.37274 1.93055  0.0233
C36 5.38493 1.26347 0.78186  -0.0049
C37 4.82243 0.68204 -0.36561  -0.0355
C38 3.53412 0.24796 -0.29395  -0.1187
N2 2.77747 0.33720 0.84031  -0.0046
H21 2.94903 1.38094 3.87881  0.1200
H22 -1.71833 1.13777 2.83143  0.0867
H23 -3.11160 2.61009 4.24934  0.1191
H24 -2.16663 3.58234 6.31456  0.1244
H25 0.14936 3.05381 6.99748  0.1239
H26 1.53938 1.57737 5.62822  0.1139
H27 -0.17751 -0.99472 5.52686  0.1166
H28 -0.00380 -3.30311 6.39964  0.1251
H29 1.40466 -4.96811 5.24349  0.1250
H30 2.68797 -4.33527 3.22892  0.1206
H31 2.58525 -2.02183 2.38701  0.0922
H32 5.06231 1.81922 2.82616  0.1336
H33 6.40773 1.62347 0.76422  0.1346
H34 5.38964 0.57196 -1.28031  0.1221
H35 3.04759 -0.20418 -1.14499  0.0825
Te1 1.48040 1.92867 -3.37632  1.6954
C39 1.13732 1.59921 -5.38180  -0.5325
C40 -0.13336 1.72797 -5.94803  -0.1075
C41 -0.27673 1.49340 -7.30336  -0.0337
C42 0.83145 1.14821 -8.07586  -0.0129
C43 2.09250 1.02571 -7.50191  -0.0371
C44 2.25609 1.23667 -6.13990  -0.1343
C45 0.23287 3.55652 -3.00915  -0.5237
C46 0.87937 4.75068 -2.69826  -0.1316
C47 0.10336 5.87502 -2.44275  -0.0421
C48 -1.28376 5.78656 -2.47427  -0.0327
C49 -1.91118 4.58062 -2.76922  -0.0521
C50 -1.15529 3.44877 -3.03857  -0.1408
H36 -0.98911 2.02823 -5.35515  0.0932
H37 -1.25163 1.58853 -7.76573  0.1267
H38 0.70936 0.98053 -9.13943  0.1298
H39 2.94920 0.76885 -8.11271  0.1268
H40 3.24008 1.14408 -5.69075  0.1007
H41 1.96108 4.82655 -2.67867  0.1011
H42 0.58720 6.81961 -2.22621  0.1250
H43 -1.88087 6.66623 -2.26912  0.1247
H44 -2.99368 4.52108 -2.79831  0.1229
H45 -1.64901 2.51504 -3.27907  0.0897

Force components x, y, z for each atom (eV/Å):
Mn -0.60 0.53 0.04
C 0.03 0.05 0.12
C -0.07 0.02 -0.13
C -0.02 -0.04 -0.02
C -0.03 -0.06 -0.01
C 0.03 0.05 0.02
C -0.05 -0.04 -0.08
C 0.09 -0.03 0.20
P -0.49 -0.22 0.04
C -0.06 -0.14 0.07
C 0.23 0.02 -0.05
C -0.02 -0.02 0.00
C -0.07 0.04 -0.07
C 0.01 0.05 0.05
C 0.12 0.11 -0.26
C 0.11 -0.05 0.06
C 0.09 -0.01 -0.01
C -0.17 0.01 -0.02
C -0.01 -0.07 0.02
C 0.03 0.07 0.01
C -0.10 0.11 -0.13
C 0.12 0.17 -0.05
C -0.11 -0.43 0.08
H 0.00 0.02 0.02
H -0.02 0.00 0.02
H 0.02 -0.08 0.05
H 0.03 0.02 0.03
H 0.02 0.07 -0.04
H 0.00 0.01 -0.06
H 0.00 -0.03 -0.02
H -0.02 -0.07 0.03
H -0.06 0.05 0.00
H -0.08 0.03 0.05
H 0.03 0.01 0.09
H 0.00 0.02 0.03
H 0.02 0.01 0.02
H 0.03 0.01 0.02
H 0.02 0.06 -0.01
H 0.04 0.01 0.00
H 0.07 -0.09 -0.01
H -0.03 -0.06 0.01
H 0.10 0.08 0.19
H 0.23 -0.07 -0.18
N -0.27 0.09 -0.07
P 0.54 -0.13 -0.03
C -0.19 0.04 -0.19
C 0.01 -0.05 0.02
C -0.03 -0.01 -0.01
C 0.04 0.02 0.04
C -0.02 0.02 0.02
C -0.04 0.00 0.10
C 0.06 -0.10 -0.06
C -0.05 -0.05 0.13
C -0.04 0.03 0.02
C 0.01 -0.04 -0.01
C -0.04 0.04 0.02
C 0.03 -0.07 0.14
C -0.24 -0.13 -0.24
C 0.11 0.09 0.10
C 0.15 0.04 -0.08
C 0.11 0.07 0.00
C -0.16 0.11 0.34
N 0.57 -0.05 -0.18
H 0.11 0.02 0.11
H 0.02 0.05 0.06
H 0.07 -0.02 0.01
H 0.03 -0.03 -0.02
H -0.03 -0.01 -0.04
H -0.03 0.03 -0.05
H 0.02 -0.06 -0.03
H 0.04 0.02 -0.04
H -0.01 0.05 -0.01
H -0.02 0.03 0.01
H 0.05 0.03 -0.06
H -0.01 -0.06 -0.06
H -0.08 -0.02 0.00
H -0.03 0.02 0.07
H -0.10 -0.11 -0.07
Te 0.11 0.17 -0.26
C 0.04 -0.05 0.26
C -0.03 0.10 -0.18
C -0.08 0.01 0.05
C 0.02 0.00 -0.04
C 0.10 0.01 0.13
C -0.05 -0.16 -0.26
C -0.03 -0.13 0.12
C -0.15 0.09 0.00
C 0.00 -0.03 -0.01
C 0.05 0.00 0.01
C -0.05 -0.02 -0.01
C 0.01 0.13 0.00
H 0.08 -0.02 -0.06
H 0.06 0.00 0.02
H 0.01 0.00 0.06
H -0.06 0.02 0.02
H -0.08 -0.01 -0.03
H -0.05 -0.02 0.01
H -0.04 -0.05 0.00
H 0.02 -0.03 -0.03
H 0.09 0.02 0.00
H 0.01 0.00 0.07

**E_tot**: -112727.3035 eV
**Net charge**: +3
**⟨S²⟩**: 3.965
**Spin multiplicity**: 4

Entry 2:
DFT (ωB97M-V/def2-TZVPD) results for a structure of composition C50H45N5O2PdS3Sb.

Last column: Löwdin charge in e.
Element x y z (Å)
Pd1 0.18094 -0.44414 -0.47287  0.8115
C1 3.32883 2.02618 1.30507  0.0259
C2 2.17384 1.48494 0.54451  -0.2016
N1 1.68825 0.30607 0.70865  -0.0549
N2 2.05068 -0.49144 1.75778  0.1224
C3 1.03420 -1.23578 2.05895  -0.4132
O1 -0.04931 -1.32763 1.29372  -0.2436
C4 1.06334 -2.05250 3.28824  -0.1585
C5 2.22799 -2.07968 4.05997  -0.0019
C6 2.25800 -2.80586 5.23687  -0.0340
C7 1.12867 -3.49552 5.66192  -0.0389
C8 -0.03372 -3.46209 4.90401  -0.0638
C9 -0.06795 -2.74824 3.71625  -0.0629
C10 1.36475 2.30814 -0.36687  -0.2133
C11 1.79377 3.51481 -0.88919  0.0250
C12 0.93732 4.22817 -1.71788  0.0011
C13 -0.31616 3.70810 -1.98833  -0.0077
C14 -0.67109 2.49178 -1.42600  -0.1166
N3 0.13228 1.81285 -0.61638  0.0269
H1 3.61767 1.34994 2.10216  0.0855
H2 3.09590 3.00778 1.71707  0.1086
H3 4.17426 2.13999 0.62043  0.1151
H4 3.09933 -1.53062 3.73309  0.1188
H5 3.15950 -2.82490 5.83372  0.1226
H6 1.15345 -4.05191 6.58929  0.1221
H7 -0.91670 -3.98287 5.25268  0.1154
H8 -0.97975 -2.68804 3.13717  0.0904
H9 2.78182 3.88575 -0.65421  0.1325
H10 1.24818 5.17275 -2.14362  0.1329
H11 -1.01966 4.23449 -2.61822  0.1269
H12 -1.63965 2.04524 -1.60414  0.0866
O2 0.72205 0.15082 -2.43026  -0.6757
S1 0.87653 -0.75040 -3.69146  1.0451
C15 -0.56704 -0.45916 -4.67839  -0.4079
C16 -1.00720 -1.52206 -5.45207  -0.0742
C17 -2.11828 -1.34063 -6.26639  -0.0440
C18 -2.77498 -0.11984 -6.27823  -0.0370
C19 -2.32524 0.93334 -5.48614  -0.0580
C20 -1.21195 0.76956 -4.68207  -0.0749
C21 2.12702 0.11960 -4.61198  -0.3689
C22 2.55414 -0.48155 -5.78857  -0.0665
C23 3.51935 0.16020 -6.54715  -0.0397
C24 4.05111 1.37000 -6.11802  -0.0392
C25 3.62226 1.94411 -4.93004  -0.0482
C26 2.64905 1.32003 -4.16209  -0.0639
H13 -0.49585 -2.47683 -5.42211  0.1160
H14 -2.46713 -2.15302 -6.88910  0.1200
H15 -3.63865 0.01855 -6.91486  0.1214
H16 -2.83628 1.88670 -5.51751  0.1120
H17 -0.83219 1.58033 -4.07383  0.1013
H18 2.14726 -1.43189 -6.11282  0.1180
H19 3.86170 -0.28867 -7.46927  0.1229
H20 4.80867 1.86275 -6.71197  0.1221
H21 4.04799 2.88245 -4.60054  0.1158
H22 2.30252 1.75362 -3.23436  0.0897
S2 -1.89918 -1.05264 -1.39582  0.2314
Sb1 -3.82213 -0.42651 -0.18865  1.4164
C27 -4.96938 0.89159 -1.33084  -0.3663
C28 -4.49402 1.50799 -2.48143  -0.1282
C29 -5.32831 2.35751 -3.19289  -0.0571
C30 -6.62667 2.58254 -2.75546  -0.0378
C31 -7.10197 1.95496 -1.61155  -0.0441
C32 -6.27620 1.10191 -0.89500  -0.1146
C33 -3.50640 0.36522 1.71192  -0.3622
C34 -2.86440 -0.38864 2.68844  -0.1396
C35 -2.72884 0.13124 3.96517  -0.0517
C36 -3.23118 1.39364 4.25919  -0.0380
C37 -3.86696 2.14383 3.28029  -0.0462
C38 -4.00931 1.63114 1.99815  -0.1056
C39 -4.86531 -2.22968 -0.08051  -0.3760
C40 -5.29392 -2.71730 1.15019  -0.1126
C41 -5.98091 -3.92350 1.19976  -0.0581
C42 -6.22621 -4.62982 0.03076  -0.0498
C43 -5.79553 -4.13621 -1.19539  -0.0609
C44 -5.11080 -2.93287 -1.25758  -0.1257
H23 -3.49102 1.30486 -2.83655  0.0585
H24 -4.97015 2.84311 -4.09118  0.1096
H25 -7.27556 3.24462 -3.31277  0.1229
H26 -8.11674 2.12577 -1.27896  0.1231
H27 -6.66256 0.61041 -0.00821  0.1131
H28 -2.48186 -1.37376 2.45426  0.0762
H29 -2.23674 -0.44497 4.73803  0.1136
H30 -3.13070 1.79174 5.26001  0.1224
H31 -4.25679 3.12516 3.51392  0.1217
H32 -4.51065 2.21762 1.23680  0.1012
H33 -5.12228 -2.15847 2.06308  0.0988
H34 -6.33732 -4.30155 2.14859  0.1181
H35 -6.76910 -5.56473 0.07241  0.1196
H36 -6.00881 -4.68275 -2.10440  0.1164
H37 -4.79339 -2.54434 -2.21926  0.1024
C45 -0.78685 -6.03850 2.04335  0.0251
C46 -0.61511 -5.50896 0.66428  -0.1985
C47 -1.03790 -6.16911 -0.47031  0.0828
C48 -0.82207 -5.59013 -1.71611  -0.2416
N4 -0.22062 -4.38612 -1.82058  0.1411
C49 0.18402 -3.78137 -0.73786  -0.6424
S3 1.20458 -2.35867 -0.98053  0.8114
N5 -0.00493 -4.31521 0.49175  0.1728
C50 -1.23195 -6.24152 -2.98572  0.0101
H38 -1.02737 -7.09768 2.00946  0.1042
H39 -1.60649 -5.51504 2.53967  0.1062
H40 0.11330 -5.89194 2.63993  0.1041
H41 -1.51415 -7.13453 -0.37916  0.1441
H42 0.35277 -3.81833 1.30559  0.1385
H43 -1.63240 -7.23879 -2.82634  0.0956
H44 -0.37500 -6.29192 -3.65832  0.1070
H45 -1.98671 -5.62189 -3.47465  0.1031

Force components x, y, z for each atom (eV/Å):
Pd -0.22 0.83 0.16
C -0.02 0.00 0.05
C -0.24 -0.06 0.16
N 0.70 -0.29 -0.60
N -0.31 0.05 0.07
C 0.17 -0.13 -0.08
O -0.36 0.28 0.32
C 0.03 0.03 -0.02
C 0.00 -0.05 -0.02
C 0.00 0.00 0.01
C 0.02 0.01 -0.01
C -0.05 -0.08 0.01
C 0.01 0.06 -0.06
C 0.01 -0.03 -0.16
C 0.00 -0.03 0.04
C -0.02 -0.02 0.00
C 0.01 0.03 0.00
C -0.16 -0.03 0.22
N -0.17 0.16 0.04
H 0.01 -0.01 -0.01
H -0.01 0.00 -0.01
H 0.00 0.02 0.00
H 0.00 0.00 -0.01
H 0.01 -0.01 -0.01
H -0.01 0.01 0.00
H 0.00 0.01 -0.02
H -0.05 -0.05 -0.01
H 0.01 0.00 -0.02
H 0.00 0.01 0.01
H 0.00 0.01 0.01
H -0.06 0.00 -0.09
O -0.02 0.08 0.15
S -0.01 -0.01 -0.03
C -0.03 -0.03 0.08
C -0.04 -0.01 0.04
C 0.00 0.00 -0.01
C -0.01 -0.01 -0.02
C 0.03 -0.02 0.00
C 0.08 0.07 -0.02
C 0.01 -0.01 0.01
C 0.03 0.01 0.01
C -0.01 -0.01 0.00
C 0.00 -0.01 -0.01
C 0.01 0.01 0.00
C -0.04 0.03 0.00
H 0.00 0.00 0.01
H -0.01 0.01 0.00
H 0.00 0.00 0.00
H 0.01 0.01 -0.01
H 0.01 0.02 -0.01
H -0.01 0.00 0.00
H 0.01 0.00 0.00
H 0.00 0.00 0.00
H 0.00 0.00 0.00
H 0.00 0.00 0.00
S 0.26 -0.29 -0.42
Sb 0.03 -0.08 0.15
C -0.02 0.03 -0.01
C 0.13 -0.05 0.02
C -0.02 0.01 0.02
C 0.00 0.01 -0.01
C 0.00 0.00 -0.01
C -0.03 0.01 0.05
C -0.04 0.09 -0.06
C -0.01 -0.09 0.02
C 0.03 0.00 0.04
C 0.01 0.01 -0.01
C 0.01 -0.02 -0.01
C 0.01 0.07 -0.05
C 0.04 -0.04 0.15
C -0.04 0.04 0.00
C 0.00 -0.01 -0.01
C 0.00 -0.01 0.02
C 0.01 -0.01 -0.01
C -0.03 0.03 -0.01
H 0.05 0.00 -0.04
H 0.00 -0.01 0.00
H 0.00 0.00 0.00
H 0.00 0.00 0.00
H 0.00 -0.01 0.00
H 0.02 0.02 0.01
H 0.00 -0.02 -0.02
H 0.00 0.00 0.00
H -0.01 0.00 0.00
H -0.01 0.00 0.01
H 0.01 -0.01 0.00
H 0.00 0.00 0.00
H -0.01 0.01 0.00
H 0.00 0.00 0.00
H 0.01 0.00 0.01
C 0.02 0.06 0.03
C -0.04 -0.02 -0.03
C 0.00 0.01 0.01
C -0.02 0.02 0.03
N 0.00 -0.03 0.03
C -0.15 0.07 -0.34
S 0.45 -0.74 0.18
N 0.05 0.02 0.09
C -0.01 0.00 0.00
H 0.01 0.00 0.02
H -0.02 0.01 0.01
H 0.03 0.01 0.01
H 0.00 0.00 0.00
H -0.03 0.07 -0.01
H 0.00 0.00 0.00
H 0.00 0.00 0.00
H 0.00 0.00 -0.01

**E_tot**: -106623.9347 eV
**Net charge**: +3
**Energy relative to the best compared isomer or geometry (same formula, charge and spin)**: 1.142 eV